1.
DFT (the ωB97M-V functional and the def2-TZVPD basis) results for a molecular structure, C4H5NO in a non-equilibrium geometry.

Calculated values
* HOMO level (alpha / beta): -8.1 / -8.2 eV
* gap between HOMO and LUMO (alpha / beta): 7.5872 / 7.8081 eV
* energy relative to the best compared isomer or geometry (same formula, charge and spin): 83.5 kcal per mole
* largest force on an atom: 1.3 eV/Å

Each line ends with the natural charge from an NBO analysis.
CARTESIAN COORDINATES (ANGSTROEM)
O (-0.979, 1.568, -0.494)  -0.660
N (2.890, 0.575, 0.176)  -0.348
C (-1.170, 0.260, -0.283)  0.318
C (0.521, -0.343, 0.694)  -0.465
C (1.821, 0.175, 0.416)  0.227
C (-0.296, -0.890, -0.432)  -0.499
H (-0.158, 1.833, -0.066)  0.512
H (-0.856, -1.789, -0.164)  0.241
H (0.270, -0.496, 1.729)  0.249
H (0.208, -1.000, -1.387)  0.246
H (-2.250, 0.108, -0.188)  0.180

=====

2.
DFT (the ωB97M-V functional and the def2-TZVPD basis) results for 2 unconnected molecules or ions with the total composition C4H5NO in a non-equilibrium geometry.

Calculated values
* HOMO level: -9.2 eV
* gap between HOMO and LUMO: 10.0668 eV
* energy relative to the best compared isomer or geometry (same formula, charge and spin): 155.3 kcal per mole
* largest force on an atom: 5.0 eV/Å
* SMILES string: C#[N+][O-].C1=CC1

Each line ends with the natural charge from an NBO analysis.
CARTESIAN COORDINATES (ANGSTROEM)
O (-0.592, -1.718, -1.101)  -0.382
N (-0.495, -2.795, -0.609)  0.219
C (0.925, 2.469, 0.147)  -0.188
C (-0.075, 2.189, -0.641)  -0.160
C (0.022, 1.322, 0.586)  -0.452
C (-0.259, -3.730, 0.073)  -0.074
H (0.011, -4.653, 0.403)  0.239
H (1.597, 2.988, 0.772)  0.233
H (0.292, 0.268, 0.435)  0.171
H (-0.817, 2.246, -1.403)  0.230
H (-0.610, 1.414, 1.338)  0.163

=====

3.
DFT (the ωB97M-V functional and the def2-TZVPD basis) results for a molecular structure, C4H5NO in a non-equilibrium geometry.

Calculated values
* HOMO level: -9.9 eV
* gap between HOMO and LUMO: 10.6041 eV
* energy relative to the best compared isomer or geometry (same formula, charge and spin): 121.8 kcal per mole
* largest force on an atom: 3.4 eV/Å

Each line ends with the natural charge from an NBO analysis.
CARTESIAN COORDINATES (ANGSTROEM)
O (-1.733, 0.179, 1.472)  -0.588
N (0.535, 0.737, -0.596)  -0.302
C (0.732, 0.461, 0.871)  -0.335
C (0.395, -0.560, -1.241)  -0.266
C (-0.880, -0.183, -0.584)  -0.234
C (-0.686, -0.033, 0.828)  0.490
H (-2.129, 0.180, -0.099)  0.357
H (0.976, -1.404, -0.851)  0.196
H (0.387, -0.487, -2.328)  0.233
H (1.522, -0.271, 1.082)  0.211
H (0.882, 1.380, 1.446)  0.238

=====

4.
DFT (the ωB97M-V functional and the def2-TZVPD basis) results for C4H5NO in the gas phase in a non-equilibrium geometry.

Calculated values
* HOMO level: -10.1 eV
* gap between HOMO and LUMO: 11.1840 eV
* energy relative to the best compared isomer or geometry (same formula, charge and spin): 91.1 kcal per mole
* largest force on an atom: 2.4 eV/Å

Each line ends with the natural charge from an NBO analysis.
CARTESIAN COORDINATES (ANGSTROEM)
O (1.944, -0.711, 0.133)  -0.664
N (0.060, 0.131, -1.244)  -0.387
C (-0.142, 0.676, 0.928)  -0.425
C (-0.502, -0.989, -0.516)  -0.163
C (0.634, -0.374, 0.156)  0.355
C (-1.037, 0.378, -0.273)  -0.091
H (0.296, 1.681, 0.963)  0.204
H (2.060, -0.004, -0.574)  0.504
H (-0.817, -1.941, -0.908)  0.236
H (-0.508, 0.370, 1.912)  0.208
H (-1.990, 0.784, -0.577)  0.220

=====

5.
DFT (the ωB97M-V functional and the def2-TZVPD basis) results for C4H5NO in the gas phase in a non-equilibrium geometry.

Calculated values
* HOMO level: -9.5 eV
* gap between HOMO and LUMO: 10.4463 eV
* energy relative to the best compared isomer or geometry (same formula, charge and spin): 20.9 kcal per mole
* largest force on an atom: 1.2 eV/Å
* SMILES string: [H]/N=C1/C=CCO1

Each line ends with the natural charge from an NBO analysis.
CARTESIAN COORDINATES (ANGSTROEM)
O (-0.924, 0.674, -0.432)  -0.498
N (-1.836, -1.468, 0.177)  -0.684
C (0.493, -0.919, 0.410)  -0.269
C (1.244, 0.156, 0.224)  -0.177
C (0.403, 1.240, -0.398)  -0.106
C (-0.892, -0.636, 0.028)  0.523
H (2.275, 0.271, 0.550)  0.225
H (0.628, 1.466, -1.446)  0.201
H (0.580, 2.197, 0.151)  0.199
H (0.781, -1.875, 0.811)  0.236
H (-2.751, -1.106, -0.077)  0.352

=====

6.
DFT (the ωB97M-V functional and the def2-TZVPD basis) results for C4H5NO in the gas phase in a non-equilibrium geometry.

Calculated values
* HOMO level (alpha / beta): -6.7 / -9.2 eV
* gap between HOMO and LUMO (alpha / beta): 7.1359 / 7.9464 eV
* multiplicity: 3
* energy relative to the best compared isomer or geometry (same formula, charge and spin): 19.2 kcal per mole
* largest force on an atom: 4.2 eV/Å

Each line ends with the natural charge from an NBO analysis.
CARTESIAN COORDINATES (ANGSTROEM)
O (-1.766, 0.579, 1.148)  -0.476
N (0.485, 0.237, -0.304)  -0.311
C (-0.005, -0.834, 0.238)  -0.031
C (0.250, 1.614, -0.560)  -0.451
C (-1.088, -0.360, 1.051)  0.466
C (0.441, -2.161, 0.183)  -0.245
H (-0.803, 1.919, -0.438)  0.203
H (-0.059, -2.909, 0.638)  0.195
H (0.962, 2.365, 0.146)  0.232
H (1.205, -2.229, -0.458)  0.193
H (0.377, 1.780, -1.644)  0.225

=====

7.
DFT (the ωB97M-V functional and the def2-TZVPD basis) results for C4H5NO2 in the gas phase.

Calculated values
* HOMO level: -8.9 eV
* gap between HOMO and LUMO: 9.2140 eV
* energy relative to the best compared isomer or geometry (same formula, charge and spin): 101.9 kcal per mole
* largest force on an atom: 0.7 eV/Å

Each line ends with the natural charge from an NBO analysis.
CARTESIAN COORDINATES (ANGSTROEM)
O (1.165, 2.375, 0.535)  -0.536
O (-1.427, -0.910, 1.228)  -0.478
N (1.009, 0.096, 0.123)  -0.602
C (0.505, 1.327, 0.354)  0.491
C (-0.740, 1.918, 0.627)  -0.103
C (0.270, -0.980, -0.503)  -0.327
C (-0.994, -1.410, 0.223)  0.422
H (2.020, 0.063, 0.078)  0.412
H (0.922, -1.861, -0.569)  0.236
H (-0.020, -0.745, -1.542)  0.214
H (-1.194, 2.376, -0.265)  0.156
H (-1.516, -2.250, -0.289)  0.113

=====

8.
DFT (the ωB97M-V functional and the def2-TZVPD basis) results for C4H5NO2 in the gas phase in a non-equilibrium geometry.

Calculated values
* HOMO level: -8.2 eV
* gap between HOMO and LUMO: 9.0044 eV
* energy relative to the best compared isomer or geometry (same formula, charge and spin): 82.2 kcal per mole
* largest force on an atom: 3.2 eV/Å
* SMILES string: Cc1occ[n+]1[O-]

Each line ends with the natural charge from an NBO analysis.
CARTESIAN COORDINATES (ANGSTROEM)
O (1.270, 1.749, -0.640)  -0.563
O (-1.020, -0.636, 0.319)  -0.370
N (0.277, 0.995, -0.443)  0.086
C (-1.005, 1.221, -0.923)  -0.143
C (0.257, -0.199, 0.215)  0.389
C (1.283, -1.117, 0.808)  -0.689
C (-1.715, 0.240, -0.365)  0.103
H (-2.702, 0.051, -0.424)  0.194
H (2.083, -0.538, 1.388)  0.257
H (1.651, -1.905, 0.121)  0.242
H (-1.217, 1.983, -1.656)  0.250
H (0.838, -1.845, 1.599)  0.244